No. 1
C42H74BBrN2O17P | ωB97M-V with the def2-TZVPD basis set

spin multiplicity = 1
charge = -1
E_tot = -162552.10926 eV

```
138
Properties=species:S:1:pos:R:3:forces:R:3:mulliken_charge:R:1
C -1.679479 -1.097556 -3.748809 -0.030 -0.532 -0.022 -0.66
C -0.207664 -1.533547 -3.925366 -0.487 0.800 0.111 0.32
C 0.218749 -1.437991 -5.398887 0.289 -0.957 0.466 -0.32
C 1.738844 -1.513430 -5.604491 0.261 1.225 0.089 -1.15
C 2.450290 -0.226911 -5.080998 -0.398 -0.426 -0.112 0.23
C 2.761587 0.770079 -6.208683 0.436 0.364 0.477 -0.86
C 2.879213 2.227327 -5.723103 -0.336 0.254 -0.242 -1.05
C 1.653458 2.663841 -4.888732 0.788 0.849 -0.633 0.30
C 1.292472 4.162364 -5.044502 -0.630 -0.183 1.068 -0.83
C -0.186475 4.388101 -4.590014 0.217 -0.348 -0.799 -1.13
C -0.627662 3.498462 -3.412000 -0.451 0.883 -0.129 0.40
C -1.899719 3.994279 -2.683486 -0.143 -1.104 0.043 -1.02
C -2.614111 2.760769 -2.079349 0.629 -0.315 0.031 -0.75
C -1.793150 2.161542 -0.917375 -0.702 0.329 -0.273 -0.08
C -2.549023 1.100896 -0.096669 0.871 0.230 0.727 -0.45
C -2.054936 1.157093 1.387244 -0.479 -0.811 -0.187 -0.82
C -1.464156 -0.182548 1.860591 -0.293 -0.133 -0.045 -0.64
C -0.233087 -0.625434 1.043804 0.092 -0.525 -0.145 -1.14
C 1.118393 -0.307560 1.728185 -1.390 1.838 0.926 0.07
N 2.170602 -0.258356 0.688135 0.388 -1.317 0.454 0.76
C 3.499242 -0.056194 1.213223 -0.181 2.411 -0.363 0.97
C 4.046974 1.363918 1.072205 -0.652 -0.275 -0.272 -1.32
O 4.183906 -0.900060 1.685142 0.803 -1.842 0.496 -0.53
C 2.118678 -1.376423 -0.241470 0.739 -0.991 1.722 -0.07
C 2.487451 -2.806793 0.137620 0.188 0.579 0.389 -0.96
O 1.811071 -1.146826 -1.350303 -0.740 0.689 -2.627 -0.50
O 0.926604 1.025691 2.145657 -0.568 0.260 -0.226 -1.11
B 1.310383 1.304105 3.537284 2.494 -0.302 -0.730 1.77
C 0.554972 2.528287 4.332977 -1.477 0.186 0.312 0.21
C -0.182322 2.084860 5.578410 0.229 2.178 -4.066 0.37
O 0.243691 1.442860 6.409802 1.178 -2.540 3.789 -0.43
Br -2.074940 2.742756 5.747923 -0.741 0.184 0.010 -0.37
O 1.367673 -0.035340 4.149093 -1.003 -0.203 0.345 -0.60
C 1.428853 -1.011344 3.123806 -0.087 -0.102 1.705 0.22
P 0.244611 -2.276037 3.785410 -0.616 -0.833 -2.116 0.26
N -0.217932 -3.316701 2.664551 -0.054 0.197 0.899 -0.67
H -1.766521 -0.006783 -3.824310 -0.012 -0.130 -0.046 -0.11
H -2.073712 -1.403865 -2.772202 0.130 0.134 -0.064 0.49
H -2.317112 -1.538875 -4.532356 0.393 0.181 0.658 0.01
H 0.393364 -0.862318 -3.298341 0.030 -0.306 -0.126 -0.30
H -0.066034 -2.542704 -3.522941 0.090 0.071 -0.198 0.28
H -0.215638 -2.310938 -5.906724 -0.157 0.334 -0.138 0.41
H -0.205350 -0.536032 -5.855103 0.146 -0.068 -0.002 0.14
H 1.926749 -1.533417 -6.686781 0.153 -0.534 0.181 0.42
H 2.184373 -2.371008 -5.092170 -0.282 -0.165 -0.292 0.39
H 1.792368 0.189127 -4.310292 0.239 0.218 -0.180 -0.25
H 3.382476 -0.478499 -4.562470 -0.092 0.019 -0.074 0.42
H 2.019482 0.742335 -7.017838 -0.051 -0.172 0.234 0.32
H 3.731169 0.478635 -6.636783 -0.261 -0.005 -0.217 0.39
H 3.822537 2.387251 -5.185688 -0.201 -0.077 0.106 0.33
H 2.923163 2.898413 -6.595270 0.127 -0.242 0.029 0.34
H 1.878458 2.510856 -3.831879 -0.444 -0.457 -0.090 0.20
H 0.793137 2.078649 -5.232256 0.092 -0.102 0.320 0.00
H 1.906286 4.772476 -4.366642 0.228 -0.156 -0.284 0.32
H 1.454058 4.514997 -6.068869 -0.095 -0.031 0.109 0.38
H -0.812584 4.093185 -5.448252 -0.052 0.187 0.174 0.31
H -0.391347 5.453138 -4.423901 0.125 -0.145 0.174 0.39
H -0.874347 2.519437 -3.832692 0.320 -0.067 0.258 -0.23
H 0.167123 3.394165 -2.668004 -0.020 -0.121 -0.161 0.37
H -2.607169 4.502083 -3.350857 0.327 0.117 -0.038 0.39
H -1.616104 4.653596 -1.854275 -0.166 0.187 -0.254 0.43
H -2.687428 1.965872 -2.836573 -0.237 0.299 -0.111 0.10
H -3.637957 2.992199 -1.759876 0.195 0.061 0.138 0.46
H -0.841931 1.752318 -1.278743 -0.149 0.016 -0.020 -0.13
H -1.517983 3.010495 -0.275526 -0.076 -0.236 0.122 0.40
H -3.634062 1.248474 -0.145362 0.150 0.125 -0.017 0.63
H -2.353630 0.080462 -0.449253 -0.081 0.255 -0.318 0.03
H -1.269144 1.901651 1.523180 -0.258 0.107 -0.028 0.02
H -2.929567 1.384501 2.010415 0.341 0.193 0.142 0.42
H -2.226920 -0.970875 1.764616 0.047 0.181 0.052 0.34
H -1.267377 -0.085779 2.934417 0.227 -0.039 -0.185 0.08
H -0.343323 -1.683073 0.780151 0.235 0.121 0.062 0.50
H -0.218337 -0.056911 0.106146 0.113 -0.075 0.147 0.29
H 3.288411 1.989195 0.600345 0.215 0.089 0.118 0.15
H 4.944871 1.300632 0.446801 -0.107 0.049 0.085 0.52
H 4.306902 1.764200 2.052557 -0.054 -0.085 -0.078 0.18
H 3.509934 -2.980985 -0.219180 -0.075 0.085 0.200 0.46
H 1.843072 -3.492889 -0.411629 -0.107 0.066 0.263 0.40
H 2.454340 -2.931236 1.220952 -0.051 -0.319 -0.209 0.00
H 2.494609 1.638856 3.457592 0.185 0.414 0.251 -0.57
H -0.130148 3.109896 3.705619 0.191 -0.161 -0.037 0.37
H 1.326709 3.212874 4.698576 -0.019 -0.178 0.015 -0.42
H 2.412238 -1.480586 3.295498 -0.020 -0.073 -1.106 0.51
H -0.878378 -1.616202 4.342859 0.628 0.132 0.341 -0.14
H 0.912418 -2.920669 4.867543 0.056 0.615 0.022 -0.01
H -1.233835 -3.231795 2.610188 0.122 -0.384 -0.240 0.23
C 3.721590 8.495444 4.974565 -0.082 0.170 0.126 -1.27
C 3.090860 7.119880 4.826979 0.329 0.555 -0.057 0.57
C 3.329000 6.185375 5.984073 -0.287 -0.166 0.212 -0.66
O 3.166322 4.907599 5.369363 0.125 0.161 -0.171 -0.30
C 3.533553 5.048195 4.061715 0.038 -0.197 -0.201 0.51
O 3.701692 4.152429 3.308461 0.108 0.219 0.049 -0.43
O 3.679575 6.374180 3.749972 -0.155 -0.322 0.229 -0.37
H 2.948070 9.254937 5.091989 0.032 0.000 -0.069 0.31
H 4.357603 8.557920 5.859666 0.091 -0.095 -0.078 0.33
H 4.321978 8.753369 4.103528 -0.056 -0.082 -0.034 0.32
H 2.024279 7.216379 4.606587 -0.012 -0.120 0.083 0.31
H 2.618122 6.321675 6.797457 -0.052 -0.206 -0.051 0.31
H 4.347564 6.245919 6.378195 0.008 0.189 -0.066 0.35
C -4.785300 -1.503358 7.792324 -0.023 -0.041 0.239 -1.29
C -4.447632 -2.571988 6.765180 -0.162 0.557 0.392 0.51
C -2.995337 -2.963647 6.711753 0.210 -0.288 0.094 -0.59
O -2.877601 -3.476792 5.380535 -0.232 0.185 -0.048 -0.28
C -3.797557 -2.812808 4.626037 0.021 0.094 -0.200 0.63
O -3.847089 -2.842662 3.440438 0.014 -0.022 0.107 -0.53
O -4.651280 -2.106907 5.421223 0.242 -0.367 -0.184 -0.36
H -5.392681 -1.927889 8.592657 -0.044 0.033 -0.053 0.33
H -3.889584 -1.094551 8.262375 0.023 0.081 -0.160 0.35
H -5.339928 -0.681076 7.343378 0.017 -0.062 -0.076 0.32
H -5.091039 -3.445790 6.904440 0.105 -0.069 -0.053 0.28
H -2.729548 -3.720252 7.448083 0.051 -0.123 -0.187 0.33
H -2.317698 -2.110920 6.807630 -0.146 0.095 0.084 0.35
C 2.370544 -5.855112 3.299007 0.011 0.081 0.174 -1.17
C 2.700233 -6.903117 2.249770 -0.186 0.623 0.478 0.55
C 4.153596 -7.285269 2.173506 0.121 -0.314 0.057 -0.61
O 4.259549 -7.778517 0.833623 -0.098 0.109 -0.094 -0.35
C 3.323901 -7.110501 0.098798 -0.184 0.187 -0.115 0.62
O 3.261921 -7.130482 -1.088087 0.067 -0.060 0.111 -0.55
O 2.479952 -6.421504 0.910069 0.345 -0.415 -0.235 -0.33
H 1.776026 -6.298041 4.098402 -0.083 0.062 -0.066 0.41
H 3.271513 -5.452068 3.767514 0.049 0.033 -0.151 0.38
H 1.802897 -5.023550 2.875204 -0.135 -0.125 -0.051 0.08
H 2.062653 -7.781674 2.382887 0.104 -0.068 -0.080 0.27
H 4.432992 -8.050808 2.895559 0.041 -0.114 -0.179 0.30
H 4.825058 -6.428870 2.274302 -0.147 0.091 0.090 0.37
C -6.681752 -3.410194 -5.871178 -0.220 -0.027 0.005 -1.28
C -5.923687 -2.111957 -6.095118 -0.264 -0.611 0.150 0.51
C -5.903171 -1.625999 -7.520230 -0.134 0.322 -0.110 -0.64
O -4.728503 -0.810440 -7.536072 0.061 -0.150 0.146 -0.32
C -3.876149 -1.335018 -6.607950 0.230 -0.007 0.054 0.52
O -2.736585 -1.030296 -6.485006 -0.383 0.041 -0.629 -0.45
O -4.517331 -2.261645 -5.841277 0.080 0.359 -0.290 -0.36
H -7.583957 -3.224556 -5.288221 0.061 -0.032 0.047 0.33
H -7.004517 -3.859680 -6.812167 0.152 -0.025 -0.023 0.34
H -6.074580 -4.137903 -5.335335 0.052 0.094 0.021 0.33
H -6.292689 -1.338984 -5.415830 0.043 0.085 -0.099 0.30
H -6.785701 -1.047517 -7.787758 0.148 0.159 -0.027 0.29
H -5.765517 -2.433671 -8.244254 -0.076 -0.119 0.131 0.35
```
Forces are in eV/Å.

***

No. 2
C9H9NO3 | ωB97M-V with the def2-TZVPD basis set

energy above the lowest of the compared OMol25 structures with the same formula, charge and spin = 0.000 eV
spin multiplicity = 1
SMILES string = [H]/N=C(\C)CC1=CC(=O)C=C(O)C1=O
charge = 0
E_tot = -17110.36312 eV

```
22
Properties=species:S:1:pos:R:3:forces:R:3:mulliken_charge:R:1
H 3.403784 0.671756 -1.737278 0.016 0.003 -0.020 0.26
N 2.543797 1.122196 -1.423367 -0.152 -0.078 0.146 -0.73
C 2.169723 0.640878 -0.308967 0.106 0.167 -0.423 0.84
C 2.941853 -0.421418 0.431216 0.068 -0.052 0.064 -1.43
C 0.928886 1.255420 0.308863 -0.050 -0.229 0.366 -0.86
C -0.417621 0.614201 0.051170 -0.098 0.440 -0.212 0.43
C -1.497976 1.373774 -0.158848 0.192 -0.148 0.014 -0.45
C -2.855085 0.802000 -0.350100 -0.192 0.001 -0.062 -0.09
O -3.749434 1.484920 -0.805447 -0.006 0.103 0.131 -0.55
C -3.064898 -0.595430 0.028447 0.056 -0.343 0.158 -0.70
C -2.001723 -1.384221 0.215169 -0.218 0.070 -0.117 0.23
O -2.095111 -2.691406 0.480692 -0.100 -0.007 0.156 -0.53
C -0.614648 -0.855251 0.028742 0.117 0.086 0.100 1.14
O 0.285627 -1.651162 -0.128267 0.160 -0.113 0.235 -0.60
H 2.677939 -0.487932 1.485625 -0.029 0.055 0.007 0.31
H 4.010188 -0.218988 0.347954 -0.003 0.028 0.040 0.50
H 2.749687 -1.394608 -0.011884 -0.053 -0.054 -0.037 0.28
H 0.859163 2.288302 -0.025209 0.065 -0.013 -0.087 0.42
H 1.069801 1.284319 1.395690 -0.017 -0.044 -0.005 0.33
H -1.442771 2.453709 -0.211570 0.044 0.017 -0.075 0.42
H -4.074112 -0.975042 0.115673 -0.006 0.047 -0.147 0.45
H -1.206706 -3.048316 0.630296 0.100 0.066 -0.231 0.34
```
Forces are in eV/Å.

***

No. 3
C4H5NS | ωB97M-V with the def2-TZVPD basis set

energy above the lowest of the compared OMol25 structures with the same formula, charge and spin = 3.697 eV
spin multiplicity = 1
SMILES string = C1=NS[C@@H]2C[C@@H]12
charge = 0
E_tot = -16550.36773 eV

```
11
Properties=species:S:1:pos:R:3:forces:R:3:mulliken_charge:R:1
C -0.277247 -1.215505 -0.842217 -1.363 -0.676 -1.459 -0.35
N -1.228959 -0.675680 -1.553131 0.689 -0.158 0.680 -0.36
S -1.413414 1.018015 -1.138364 -0.008 -0.361 0.112 -0.03
C -0.572897 0.699473 0.377952 1.294 0.568 0.805 -0.18
C 0.793251 0.649979 1.100885 0.509 -0.279 -0.955 -0.42
C 0.530026 -0.215381 -0.135469 0.396 0.826 0.942 0.04
H -0.112579 -2.276990 -1.056542 0.252 0.357 0.315 0.37
H -1.176157 0.157624 1.107892 -0.530 -0.018 -0.546 0.22
H 1.684431 1.304507 0.959030 -1.071 -0.361 0.092 0.24
H 0.673062 0.256199 2.099442 0.025 0.100 0.091 0.26
H 1.100483 0.297760 -0.919478 -0.192 0.003 -0.076 0.22
```
Forces are in eV/Å.

***

No. 4
C7H9BN2O3 | ωB97M-V with the def2-TZVPD basis set

spin multiplicity = 3
charge = 0
E_tot = -17203.34416 eV

```
22
Properties=species:S:1:pos:R:3:forces:R:3:mulliken_charge:R:1
B 1.185150 1.076600 1.279982 1.450 0.639 1.248 0.46
C -1.474530 -0.028723 -3.075143 -0.056 0.004 -0.130 -0.32
C -0.196383 0.502678 -2.989580 0.608 0.196 -0.054 -0.57
C -2.094120 -0.490892 -1.925706 -0.359 -0.115 0.490 -0.62
C 0.464643 0.546982 -1.781373 0.252 0.378 -0.835 -0.16
C -1.458398 -0.416547 -0.703914 -0.973 -0.355 -0.102 -0.15
C -0.156550 0.100910 -0.603332 1.414 -0.074 1.724 0.20
C -0.085034 -1.932400 1.911587 1.179 3.608 -0.982 0.02
N 0.610786 -1.579018 2.909839 0.926 -0.065 1.614 -0.26
N 0.479275 0.130598 0.593291 -1.962 0.304 -2.297 -0.14
O -0.773371 -2.598466 1.258026 -2.246 -3.593 -0.812 -0.38
O 1.281897 2.395998 0.897459 -0.244 0.077 -0.285 -0.54
O 1.797342 0.665178 2.517882 0.090 0.882 -0.972 -0.65
H -1.988255 -0.070326 -4.025848 0.014 -0.013 -0.028 0.39
H 0.287575 0.884474 -3.878614 0.032 -0.014 -0.015 0.36
H -3.095717 -0.900930 -1.983517 0.052 0.029 0.041 0.36
H 1.457858 0.963817 -1.707220 0.088 0.000 -0.021 0.39
H -1.968146 -0.742326 0.190281 0.148 -0.086 0.039 0.35
H 1.144695 -0.651932 2.857810 -0.841 -1.630 0.379 0.49
H 0.755711 -2.204092 3.700217 0.269 -0.334 0.764 0.22
H 1.824763 2.957137 1.449918 0.019 0.099 0.150 0.27
H 2.000808 1.391281 3.107955 0.141 0.063 0.083 0.26
```
Forces are in eV/Å.